No. 1
Molecular formula: C42H105N7O14
Method: DFT, the ωB97M-V functional and the def2-TZVPD basis

Geometry as ORCA input:
```
! RIJCOSX wB97M-V def2-TZVPD def2/J DEFGRID3
* xyz 0 1
C -15.220 5.763 40.271
O -15.652 6.407 39.103
C -14.777 6.354 37.994
C -15.113 7.430 36.920
N -14.154 7.569 35.756
C -13.851 6.325 35.002
C -13.438 6.587 33.502
O -12.059 6.970 33.433
C -11.365 6.648 32.257
H -14.171 5.901 40.531
H -15.264 4.677 40.353
H -15.937 6.189 40.972
H -14.876 5.415 37.449
H -13.718 6.176 38.183
H -15.076 8.397 37.423
H -16.123 7.330 36.521
H -14.467 8.320 35.158
H -14.701 5.646 34.939
H -13.098 5.806 35.596
H -13.922 7.514 33.196
H -13.588 5.700 32.887
H -11.333 5.606 31.938
H -10.359 7.062 32.191
H -11.983 7.086 31.473
C -9.563 -4.280 31.689
O -10.862 -3.514 31.919
C -11.608 -3.890 33.064
C -12.883 -3.161 33.115
N -13.089 -2.184 34.194
C -14.081 -1.284 33.871
C -14.119 -0.126 34.903
O -13.446 1.100 34.492
C -13.936 2.324 34.943
H -9.794 -5.167 31.099
H -8.884 -4.584 32.485
H -8.912 -3.669 31.064
H -11.066 -3.806 34.006
H -11.742 -4.969 32.986
H -13.697 -3.873 32.981
H -12.895 -2.689 32.133
H -12.252 -1.625 34.278
H -14.906 -1.990 33.777
H -13.929 -0.817 32.898
H -13.745 -0.530 35.844
H -15.165 0.089 35.121
H -13.914 2.544 36.010
H -14.996 2.298 34.693
H -13.354 3.114 34.469
C -5.291 -12.239 30.009
O -6.029 -11.091 30.030
C -7.262 -11.184 29.341
C -7.659 -9.739 28.965
N -6.485 -9.092 28.349
C -6.646 -7.600 28.351
C -5.525 -6.894 27.738
O -5.905 -5.622 27.153
C -4.931 -4.979 26.335
H -4.425 -12.129 30.662
H -5.051 -12.270 28.946
H -5.982 -13.025 30.314
H -7.974 -11.559 30.077
H -7.263 -11.778 28.427
H -7.968 -9.359 29.938
H -8.556 -9.840 28.354
H -5.709 -9.524 28.829
H -6.705 -7.482 29.433
H -7.547 -7.338 27.797
H -5.010 -7.533 27.021
H -4.727 -6.786 28.473
H -3.977 -4.793 26.829
H -5.333 -3.968 26.260
H -4.851 -5.469 25.365
C -8.299 -5.184 24.467
O -8.751 -4.506 23.355
C -7.930 -4.495 22.315
C -8.012 -3.197 21.363
N -7.787 -1.886 22.098
C -8.234 -0.750 21.340
C -9.081 0.141 22.261
O -8.252 0.710 23.257
C -8.797 1.835 23.902
H -9.157 -5.174 25.139
H -7.406 -4.622 24.739
H -8.012 -6.223 24.310
H -8.279 -5.319 21.693
H -6.904 -4.721 22.606
H -9.027 -3.245 20.971
H -7.317 -3.178 20.523
H -8.046 -1.863 23.074
H -8.948 -0.940 20.539
H -7.359 -0.195 21.000
H -9.864 -0.470 22.709
H -9.476 0.994 21.709
H -9.838 1.646 24.165
H -8.912 2.651 23.189
H -8.106 2.024 24.723
C -20.052 8.342 37.125
O -19.859 8.742 35.712
C -18.503 8.966 35.316
C -18.431 8.916 33.808
N -17.079 8.627 33.258
C -16.909 8.538 31.887
C -17.159 7.039 31.251
O -16.230 6.016 31.704
C -16.177 4.839 30.956
H -21.029 8.729 37.415
H -19.336 8.833 37.784
H -20.159 7.264 37.245
H -18.044 8.059 35.711
H -17.982 9.858 35.664
H -18.951 9.810 33.464
H -18.993 8.048 33.462
H -16.648 7.882 33.785
H -15.860 8.681 31.629
H -17.510 9.265 31.340
H -17.059 7.069 30.166
H -18.158 6.669 31.483
H -17.064 4.249 31.187
H -15.302 4.283 31.291
H -16.212 5.060 29.889
C -8.721 -3.092 27.732
O -10.126 -3.314 27.662
C -10.799 -2.686 26.552
C -10.731 -1.199 26.392
N -10.799 -0.633 27.762
C -12.090 -0.598 28.400
C -11.975 0.208 29.710
O -11.824 1.590 29.273
C -12.248 2.503 30.275
H -8.310 -2.919 26.737
H -8.189 -3.971 28.094
H -8.408 -2.377 28.493
H -11.859 -2.865 26.736
H -10.441 -3.140 25.628
H -11.328 -0.625 25.683
H -9.776 -0.931 25.941
H -10.219 -1.162 28.398
H -12.460 -1.610 28.568
H -12.842 -0.174 27.736
H -11.047 -0.095 30.194
H -12.872 0.143 30.327
H -11.662 2.311 31.174
H -13.279 2.486 30.626
H -12.114 3.549 30.000
C -14.032 10.922 30.382
O -14.350 10.250 29.155
C -13.284 9.649 28.486
C -13.704 9.181 27.101
N -14.373 7.806 27.203
C -13.508 6.675 27.657
C -14.047 5.377 27.187
O -15.481 5.230 27.477
C -15.803 3.820 27.144
H -13.690 10.084 30.989
H -14.862 11.438 30.864
H -13.273 11.698 30.283
H -12.901 8.757 28.982
H -12.451 10.323 28.285
H -12.881 9.162 26.386
H -14.382 9.888 26.623
H -15.264 7.850 27.675
H -13.161 6.631 28.689
H -12.551 6.876 27.175
H -13.506 4.731 27.878
H -13.777 5.032 26.189
H -16.797 3.596 27.533
H -15.176 3.177 27.762
H -15.771 3.535 26.093
*
```

The calculation puts the energy above the lowest of the compared OMol25 structures with the same formula, charge and spin at 675.3 kJ/mol. Its HOMO-LUMO gap is 8.9 eV. As for the structure (SMILES): COCCNCCOC.COCCNCCOC.COCCNCCOC.COCCNCCOC.COCCNCCOC.COCCNCCOC.COCCNCCOC. As for the max |F|: 4.365 eV/Å. The LUMO energy is 0.68 eV.

Atomic partial charges in e from the Mulliken method, atoms 1 to 5: number 1, C, carries -0.75; number 2, O, carries -0.29; number 3, C, carries -0.56; number 4, C, carries -0.28; number 5, N, carries -0.34



No. 2
Molecular formula: C3H8NO3
Method: DFT, the ωB97M-V functional and the def2-TZVPD basis

Geometry as ORCA input:
```
! RIJCOSX wB97M-V def2-TZVPD def2/J DEFGRID3
* xyz -1 1
N -0.913 -2.222 -1.912
C -0.494 -1.144 -1.105
O -0.741 -1.235 0.143
O 0.169 -0.223 -1.697
H -0.904 -2.192 -2.919
H -1.477 -2.932 -1.459
C 1.074 0.880 1.181
O 1.640 1.349 -0.069
C -0.385 1.387 1.351
H 1.162 -0.245 1.216
H 1.737 1.322 1.931
H 1.301 0.742 -0.771
H -0.862 1.512 0.315
H -0.954 0.665 1.894
H -0.354 2.337 1.901
*
```

The calculation puts the energy above the lowest of the compared OMol25 structures with the same formula, charge and spin at 47.9 kJ/mol. Its HOMO-LUMO gap is 8.7 eV. As for the max |F|: 1.906 eV/Å. The LUMO energy is 4.31 eV.

Atomic partial charges in e from the Mulliken method, atoms 1 to 5: number 1, N, carries -0.46; number 2, C, carries 0.64; number 3, O, carries -0.70; number 4, O, carries -0.83; number 5, H, carries 0.18



No. 3
Molecular formula: C22H22ClNO4S
Method: DFT, the ωB97M-V functional and the def2-TZVPD basis

Geometry as ORCA input:
```
! RIJCOSX wB97M-V def2-TZVPD def2/J DEFGRID3
* xyz 0 1
C -4.437 -1.031 1.743
C -3.161 -0.305 2.149
H -2.936 -0.522 3.197
C -3.245 1.215 1.960
N -1.941 1.803 2.224
C -1.078 2.110 1.241
O -1.344 2.079 0.061
C 0.302 2.590 1.728
H 0.455 2.353 2.786
H 0.400 3.664 1.560
O 1.325 1.992 0.949
C 1.263 0.660 0.869
O 0.431 -0.006 1.450
C 2.324 0.108 0.036
C 2.593 -1.207 -0.266
C 3.742 -1.177 -1.116
C 4.491 -2.148 -1.780
C 5.559 -1.729 -2.540
C 5.891 -0.375 -2.647
C 5.163 0.604 -2.004
C 4.082 0.186 -1.239
O 3.225 0.955 -0.538
H 5.409 1.650 -2.087
H 6.738 -0.090 -3.253
H 6.157 -2.456 -3.069
H 4.226 -3.191 -1.705
C 1.805 -2.393 0.114
H 2.441 -3.221 0.424
H 1.069 -2.156 0.879
S 0.907 -3.038 -1.365
C -0.134 -1.629 -1.698
C 0.352 -0.574 -2.454
C -0.464 0.507 -2.731
C -1.769 0.512 -2.263
C -2.257 -0.541 -1.505
C -1.433 -1.611 -1.217
H -1.797 -2.441 -0.630
H -3.274 -0.522 -1.149
Cl -2.803 1.824 -2.649
H -0.094 1.337 -3.312
H 1.361 -0.605 -2.838
H -1.602 1.711 3.169
C -4.279 1.873 2.866
H -5.278 1.539 2.604
H -4.239 2.954 2.755
H -4.089 1.621 3.908
H -3.466 1.440 0.912
H -2.323 -0.665 1.548
H -4.277 -2.106 1.761
H -4.739 -0.746 0.738
H -5.253 -0.800 2.424
*
```

The calculation puts the energy above the lowest of the compared OMol25 structures with the same formula, charge and spin at 0.0 kJ/mol. Its HOMO-LUMO gap is 8.7 eV. As for the structure (SMILES): CC[C@@H](C)NC(=O)COC(=O)c1oc2ccccc2c1CSc1ccc(Cl)cc1. As for the max |F|: 1.319 eV/Å. The LUMO energy is 0.05 eV.

Atomic partial charges in e from the Mulliken method, atoms 1 to 5: number 1, C, carries -1.54; number 2, C, carries 0.04; number 3, H, carries 0.49; number 4, C, carries 0.35; number 5, N, carries -0.11



No. 4
Molecular formula: C32H25BrI4N7OZr
Method: DFT, the ωB97M-V functional and the def2-TZVPD basis

Geometry as ORCA input:
```
! RIJCOSX wB97M-V def2-TZVPD def2/J DEFGRID3
* xyz 1 1
Zr -0.265 -0.179 0.426
C 1.256 0.061 4.636
C 0.814 1.277 5.161
C 0.046 2.100 4.379
C -0.268 1.742 3.059
N 0.194 0.577 2.550
C 0.917 -0.243 3.354
N -1.111 2.595 2.385
C -1.323 2.617 1.127
N -0.633 1.949 0.093
C -1.241 2.377 -1.115
N -0.880 2.187 -2.319
C 0.306 1.562 -2.664
C 0.819 1.938 -3.916
C 2.037 1.473 -4.335
C 2.734 0.612 -3.493
C 2.150 0.255 -2.307
N 0.947 0.684 -1.872
C -2.403 3.230 -0.801
C -3.328 3.834 -1.629
C -4.281 4.645 -1.027
C -4.285 4.853 0.354
C -3.342 4.245 1.173
C -2.413 3.428 0.559
H 1.829 -0.644 5.224
H 1.051 1.554 6.181
H -0.357 3.035 4.741
H 1.213 -1.187 2.923
H 0.226 2.626 -4.505
H 2.447 1.771 -5.292
H 3.709 0.219 -3.754
H 2.690 -0.416 -1.658
H -3.308 3.677 -2.700
H -5.032 5.130 -1.638
H -5.037 5.499 0.791
H -3.333 4.392 2.247
I -1.163 -8.050 1.647
C -0.958 -5.984 1.536
C -1.223 -5.205 2.653
C -1.063 -3.830 2.573
I -1.459 -2.687 4.268
C -0.645 -3.226 1.386
O -0.448 -1.902 1.287
C -0.381 -4.017 0.274
C 0.057 -3.406 -1.039
N 0.847 -2.163 -0.887
C 2.109 -2.488 -0.202
C 2.781 -1.309 0.446
C 4.107 -1.391 0.842
C 4.729 -0.274 1.365
C 4.017 0.917 1.453
C 2.702 0.916 1.068
N 2.077 -0.184 0.594
C -0.534 -5.395 0.358
H -1.542 -5.659 3.582
H 0.635 -4.145 -1.599
H -0.811 -3.171 -1.639
H 1.047 -1.815 -1.817
H 1.904 -3.230 0.570
H 2.817 -2.955 -0.891
H 4.642 -2.324 0.717
H 5.764 -0.321 1.682
H 4.472 1.825 1.823
H 2.105 1.814 1.123
H -0.317 -6.007 -0.511
I -0.024 -1.558 -4.520
C -1.993 -1.130 -3.864
I -2.361 -0.860 -1.779
H -2.624 -1.958 -4.157
H -2.293 -0.205 -4.339
Br -2.856 -0.113 1.150
*
```

The calculation puts the energy above the lowest of the compared OMol25 structures with the same formula, charge and spin at 19.9 kJ/mol. Its HOMO-LUMO gap is 7.1 eV. As for the max |F|: 1.630 eV/Å. The LUMO energy is -3.34 eV.

Atomic partial charges in e from the Mulliken method, atoms 1 to 5: number 1, Zr, carries -0.59; number 2, C, carries -1.24; number 3, C, carries -0.48; number 4, C, carries -0.77; number 5, C, carries 0.08



No. 5
Molecular formula: C35H53CeN4OP2
Method: DFT, the ωB97M-V functional and the def2-TZVPD basis

Geometry as ORCA input:
```
! RIJCOSX wB97M-V def2-TZVPD def2/J DEFGRID3
* xyz 3 1
C -0.725 -1.399 -2.133
C -1.815 -1.534 -0.046
C -1.483 -2.428 -2.663
C -2.717 -2.476 -0.595
C -2.557 -2.905 -1.903
H -1.227 -2.803 -3.651
H -3.568 -2.773 0.022
H -3.250 -3.611 -2.354
N -0.966 -0.890 -0.912
P 0.616 1.006 -2.493
P -0.808 -0.699 2.671
C 0.458 -0.784 -2.876
H 1.382 -1.304 -2.551
H 0.374 -0.975 -3.959
C 1.893 1.886 1.937
O 2.845 2.046 2.582
C -1.861 -1.101 1.336
H -2.896 -0.985 1.690
C -0.331 -2.396 3.402
C -1.975 0.316 3.873
C 2.416 1.425 -2.877
C -0.635 1.744 -3.724
C 1.093 -2.164 3.948
H 1.096 -1.417 4.757
H 1.498 -3.105 4.348
H 1.766 -1.805 3.157
C -1.282 -2.907 4.492
H -1.338 -2.264 5.378
H -2.290 -3.074 4.085
H -0.906 -3.888 4.826
C -0.350 -3.477 2.311
H 0.081 -4.402 2.721
H -1.380 -3.698 1.999
H 0.230 -3.194 1.428
C -1.096 0.667 5.098
H -0.174 1.193 4.802
H -1.657 1.324 5.784
H -0.809 -0.230 5.671
C -2.447 1.586 3.141
H -1.627 2.231 2.777
H -3.115 1.341 2.298
H -3.047 2.194 3.842
C -3.247 -0.431 4.310
H -3.053 -1.342 4.887
H -3.819 0.247 4.967
H -3.892 -0.681 3.455
C -0.472 3.277 -3.735
H -1.266 3.711 -4.365
H -0.575 3.709 -2.726
H 0.492 3.594 -4.162
C -2.048 1.375 -3.226
H -2.209 0.288 -3.230
H -2.255 1.760 -2.218
H -2.786 1.822 -3.912
C -0.487 1.171 -5.145
H -1.243 1.662 -5.779
H 0.495 1.368 -5.590
H -0.682 0.091 -5.176
C 3.335 0.375 -2.216
H 3.250 -0.604 -2.711
H 4.381 0.705 -2.327
H 3.129 0.244 -1.142
C 2.681 2.821 -2.274
H 2.573 2.823 -1.176
H 3.713 3.123 -2.511
H 2.004 3.584 -2.686
C 2.671 1.423 -4.390
H 2.405 0.456 -4.846
H 2.144 2.238 -4.908
H 3.749 1.578 -4.557
Ce -0.211 0.998 0.413
N 1.381 -0.712 0.585
C 1.750 -1.840 0.526
C 2.690 -2.894 0.362
C 4.054 -2.565 0.518
C 2.298 -4.228 0.070
C 5.024 -3.558 0.401
H 4.321 -1.523 0.727
C 3.281 -5.218 -0.021
H 1.238 -4.456 -0.092
C 4.638 -4.879 0.133
H 6.086 -3.289 0.525
H 2.984 -6.258 -0.216
H 5.402 -5.659 0.058
C 0.053 4.675 0.477
C -1.330 4.209 0.201
N -1.740 2.941 0.074
C -3.129 2.988 -0.144
C -3.528 4.292 -0.163
N -2.372 5.041 0.071
H 0.067 5.776 0.485
H 0.399 4.313 1.463
H 0.754 4.322 -0.305
H -3.714 2.087 -0.240
H -4.490 4.729 -0.320
H -2.312 6.049 0.163
*
```

Its HOMO-LUMO gap (spin up / spin down) is 5.8 / 5.7 eV. As for the max |F|: 5.602 eV/Å. The LUMO energy (spin up / spin down) is -10.05 / -10.08 eV.

Atomic partial charges in e from the Mulliken method, atoms 1 to 5: number 1, C, carries -0.26; number 2, C, carries 0.46; number 3, C, carries -0.75; number 4, C, carries -0.66; number 5, C, carries -1.13



No. 6
Molecular formula: C38H23Br2CrF5N2O2S2Si
Method: DFT, the ωB97M-V functional and the def2-TZVPD basis

Geometry as ORCA input:
```
! RIJCOSX wB97M-V def2-TZVPD def2/J DEFGRID3
* xyz -2 5
Cr 10.658 13.296 11.948
F 10.316 19.395 17.065
C 10.292 18.189 16.399
C 10.586 18.187 15.054
F 10.970 19.345 14.485
C 10.560 16.994 14.323
F 10.986 16.998 13.078
C 10.156 15.795 14.938
S 10.248 14.170 14.268
C 9.819 15.864 16.315
F 9.551 14.761 17.032
C 9.874 17.034 16.994
F 9.627 17.045 18.326
S 7.397 11.392 12.183
C 8.480 11.010 10.908
C 8.030 10.197 9.854
C 8.908 9.717 8.903
C 10.229 10.139 8.938
C 10.580 11.050 9.908
N 9.754 11.466 10.860
H 7.010 9.929 9.828
H 8.532 9.097 8.118
H 11.015 9.881 8.223
H 11.559 11.475 9.810
Br 12.301 14.428 7.152
C 10.672 14.856 8.021
C 9.754 15.648 7.306
C 8.664 16.133 7.985
Br 7.463 17.413 7.283
C 8.364 15.676 9.255
C 7.159 15.929 9.945
C 6.974 15.428 11.199
C 8.005 14.655 11.806
N 9.082 14.379 11.154
C 9.282 14.842 9.923
C 10.555 14.458 9.362
O 11.445 13.918 10.047
H 10.033 15.912 6.297
H 6.389 16.519 9.455
H 6.023 15.601 11.728
H 7.934 14.392 12.870
O 12.294 12.413 12.458
Si 13.099 11.283 13.161
C 14.900 11.269 12.514
C 15.222 11.970 11.349
C 16.536 12.142 10.902
C 17.556 11.545 11.664
C 17.267 10.796 12.803
C 15.966 10.716 13.241
C 13.386 11.738 14.998
C 13.629 13.070 15.312
C 13.710 13.479 16.632
C 13.624 12.539 17.653
C 13.379 11.210 17.354
C 13.188 10.824 16.041
C 12.229 9.596 13.089
C 10.854 9.580 13.196
C 10.117 8.440 12.935
C 10.783 7.305 12.486
C 12.128 7.308 12.279
C 12.870 8.453 12.654
H 14.362 12.489 10.894
H 16.741 12.674 9.963
H 18.606 11.710 11.468
H 18.064 10.332 13.404
H 15.781 10.291 14.276
H 13.682 13.772 14.482
H 13.927 14.554 16.887
H 13.688 12.862 18.679
H 13.201 10.473 18.133
H 12.820 9.829 15.784
H 10.314 10.464 13.508
H 9.050 8.455 13.079
H 10.195 6.410 12.208
H 12.595 6.425 11.811
H 13.936 8.379 12.509
*
```

The calculation puts the energy above the lowest of the compared OMol25 structures with the same formula, charge and spin at 82.5 kJ/mol. Its expectation value of S² is 6.013. Its HOMO-LUMO gap (spin up / spin down) is 5.7 / 5.8 eV. As for the max |F|: 2.249 eV/Å. The LUMO energy (spin up / spin down) is 3.78 / 3.78 eV.

Atomic partial charges in e from the Mulliken method, atoms 1 to 5: number 1, Cr, carries 0.56; number 2, F, carries -0.34; number 3, C, carries 0.39; number 4, C, carries 0.12; number 5, F, carries -0.34



These records have energy values of -3099.2531; -399.6596; -2065.6829; -5504.8511; -2816.6621; -9499.7881 Ha, in the order they appear.